60
Properties=species:S:1:pos:R:3:forces:R:3:nbo_charge:R:1 method="wB97M-V/def2-TZVPD" total_energy_ev=-52256.8910 de_lowest_kcal_mol=68.6 e_homo_ev=-8.7 gap_ev=8.22
N -1.2237 -2.3309 -0.4091 -1.9112 4.9001 -3.2613 -0.86
O 0.8513 -2.5819 -2.5491 1.3555 0.1319 0.8140 -0.57
C 1.0303 -4.4789 2.4049 -0.4758 -2.3197 -4.2012 -0.23
C 1.8253 -1.1909 1.0319 -1.6575 8.8717 15.1676 -0.02
O 0.9573 1.6971 3.1669 -1.6287 -0.5208 -0.2485 -0.48
H 2.9123 -2.5919 1.9569 0.4750 -1.1074 0.4243 0.17
C 1.7593 2.3351 2.3089 4.9420 -2.9609 0.9048 0.97
H -1.2147 1.5761 2.8489 -0.3414 -2.1649 -0.2902 0.22
H -3.4137 2.5411 1.3449 -0.3158 1.2823 1.8380 0.18
O 2.7843 2.9491 -2.0821 0.5926 -0.0465 -1.6212 -0.49
C 1.4173 2.9781 -1.6881 -0.4377 0.4348 -0.1151 -0.13
O -7.4257 1.5051 1.1529 -0.6270 -0.3527 1.1485 -0.56
H 0.4583 1.2681 -2.8001 -1.0268 0.5058 0.4486 0.15
O 2.1003 -1.5749 -0.0191 4.7795 -8.6818 -17.0955 -0.53
H 2.9813 -2.0509 -2.6271 -2.5570 0.5861 -0.1029 0.19
H -1.1407 -1.4499 -1.0911 -0.9760 -1.3792 1.5896 0.49
H -1.0767 -1.8589 0.4249 -0.1937 0.9360 2.8501 0.47
C -0.3267 3.1991 1.7929 9.2011 3.1060 14.6232 0.49
O 0.9453 -3.3249 1.6289 0.6435 0.5412 0.2086 -0.56
H 0.2133 -4.0079 -3.6251 -2.4228 -1.8862 -0.2013 0.18
H -0.6327 2.7551 3.8849 -0.0655 0.9078 0.9228 0.20
H 1.7013 -3.8179 -4.0271 6.0413 -2.7888 -0.6375 0.18
F -0.5127 4.4181 2.5019 -1.3018 -0.0685 -2.2791 -0.35
O -1.0527 0.5601 0.1049 -13.3235 -4.6831 4.9348 -1.30
F -0.3947 3.1201 -3.1471 0.2480 -0.5949 -0.9253 -0.33
H 1.0203 -0.3259 -0.9511 -0.2202 1.0221 -0.6853 0.17
C 0.6993 2.3351 -2.9041 -0.5727 0.1781 2.5606 0.44
C -3.9997 1.7981 0.8799 -2.9983 -2.1531 1.6474 -0.13
H -0.7867 2.9701 1.0529 -5.6651 -1.7960 -9.6102 0.16
H 2.6433 -0.2739 1.2919 -1.4462 -1.8081 0.8196 0.11
H -1.9807 -2.9159 -0.6091 -1.9250 -0.5593 0.2994 0.42
H 1.3573 2.2291 -0.9061 -0.3686 0.7816 0.8877 0.21
H 0.3383 -5.2539 1.9809 0.3838 0.7331 0.0174 0.17
C -6.2667 1.3571 1.3409 -1.0854 4.5952 -5.5420 0.98
H 1.6633 -2.0239 3.0049 -0.8858 1.3370 3.9885 0.18
O 3.7843 2.7351 -4.1931 -1.5760 -0.5471 2.3414 -0.57
C -0.4057 2.2211 3.0059 1.2405 0.4009 -1.2552 -0.12
O 2.9713 2.0511 2.1529 -3.8924 1.0290 0.6431 -0.62
H 2.8713 -0.0739 -1.2691 -1.5940 -0.8917 0.1206 0.21
C -4.2977 0.4461 1.6719 4.8763 1.8765 -2.3755 0.44
H -0.3367 0.7841 -0.1781 13.0922 4.2504 -5.1332 0.37
H 1.0453 4.0951 -1.4851 0.7871 -2.7155 -0.2237 0.23
H -3.3317 1.6181 0.1189 0.5667 -0.9801 -2.8215 0.23
C 1.8713 -1.6069 -2.4851 2.3582 0.4198 -0.7141 -0.09
F -3.5407 0.4101 2.7819 -0.0130 -0.1371 1.5963 -0.34
H 1.6173 -0.8889 -3.3431 0.9370 -0.5375 1.1019 0.18
C 0.9363 -3.3019 -3.7591 -4.6656 4.3920 0.2966 -0.23
C 1.9683 -0.8069 -1.1821 0.1395 0.7277 0.3159 -0.10
H 0.7283 -4.3899 3.3419 -1.3022 1.0414 4.4864 0.16
H 0.9253 -0.5769 1.0079 -1.1780 -0.0117 0.8470 0.16
O -5.3787 2.0971 0.5679 0.8541 1.2945 -0.3735 -0.52
H -3.7507 -0.3389 1.0229 -2.3732 0.1816 0.7872 0.17
H 1.9733 -4.9819 2.4099 1.1415 0.0838 -0.2128 0.17
O -5.6167 0.5211 1.9789 1.3670 -5.6048 4.0195 -0.47
C 2.8353 2.6341 -3.4331 3.7508 2.2136 -0.4158 0.97
C 1.8773 -2.3259 2.0839 0.2307 0.1883 -5.1781 -0.08
H -0.4687 -2.7839 -0.6791 5.2523 -3.1684 -1.1133 0.43
O 1.6543 2.3161 -3.8581 -1.4363 -0.2543 -2.8703 -0.48
H 0.7083 -2.6589 -4.6311 -0.1934 -0.0495 0.3832 0.17
O 1.1513 3.2651 1.6839 -2.6028 1.8190 -3.5309 -0.49